C27H27BrIrN7O2SSe2 as an isolated structure. Source: the Open Molecules 2025 dataset; level of theory: ωB97M-V with the def2-TZVPD basis set.

The geometry in ORCA input format:
```
! RIJCOSX wB97M-V def2-TZVPD def2/J DEFGRID3
* xyz 3 2
Ir 1.29057 0.62433 -1.01186
O -0.44375 4.10384 1.46527
C -0.84317 3.68114 2.60066
C -1.67527 4.50762 3.42462
C -2.01284 4.07962 4.67635
C -1.54906 2.83811 5.14335
C -0.75016 1.99817 4.33396
C -0.41192 2.37671 3.06897
C 0.44532 1.53508 2.13083
O 0.90109 2.20984 1.06679
N -0.40942 0.37716 1.65263
N -0.20817 -0.20081 0.50639
C -1.01391 -1.24558 0.25565
C -1.01828 -2.01980 -0.88811
Br 0.10228 -1.56977 -2.33293
C -1.88107 -3.09627 -1.11849
C -2.61164 -3.87662 -0.20504
C -2.32130 -3.99007 1.18166
C -3.10846 -4.76986 1.98832
C -4.20171 -5.45634 1.44595
C -4.48603 -5.39531 0.08405
C -3.68516 -4.64039 -0.73908
H 0.24832 3.26496 1.08417
H -1.98362 5.46610 3.02875
H -2.62360 4.69768 5.31976
H -1.80257 2.51735 6.14490
H -0.39771 1.05781 4.74377
H 1.24522 1.04403 2.71258
H -1.12856 0.00966 2.26716
H -1.77911 -1.46734 0.99024
H -2.00814 -3.36122 -2.16435
H -1.42904 -3.53169 1.58665
H -2.87251 -4.88724 3.03684
H -4.81432 -6.07179 2.09180
H -5.31818 -5.95293 -0.32210
H -3.88336 -4.59612 -1.80276
N -0.06127 2.07849 -1.80146
N -1.11365 1.82089 -2.72705
C -2.39568 1.72396 -2.26217
N -3.33657 1.61296 -3.20095
S -2.74913 1.77749 -0.62836
H -0.54284 2.43430 -0.95593
H 0.48400 2.85146 -2.18296
H -0.94376 2.15717 -3.66335
H -3.14188 1.66883 -4.18870
H -4.30084 1.63200 -2.91051
Se 5.10180 1.58587 -1.49161
Se 3.67712 2.19125 0.20605
C 3.53815 0.35943 0.80158
C 4.35525 -0.14459 1.79430
C 4.34171 -1.51022 2.04717
C 3.51680 -2.32438 1.28780
C 2.70476 -1.74436 0.33198
N 2.69792 -0.42505 0.10029
C 3.84715 1.17742 -2.88540
C 4.47430 1.14484 -4.13395
C 3.74693 0.91599 -5.27731
C 2.37074 0.74576 -5.14801
C 1.82570 0.77619 -3.89209
N 2.53206 0.96005 -2.74578
H 5.01580 0.52112 2.33255
H 4.98474 -1.93142 2.80868
H 3.50082 -3.39588 1.42635
H 2.04230 -2.33954 -0.28271
H 5.54117 1.32265 -4.18759
H 4.22926 0.88807 -6.24503
H 1.73348 0.58596 -6.00568
H 0.76289 0.62325 -3.76751
*
```

Results
Molar mass, g mol⁻¹: 943.7
Largest force on an atom, Eh/bohr: 0.0644
HOMO-LUMO gap (alpha / beta), eV: 4.48 / 3.99